{
  "formula": "C19H72N36O21",
  "method": "ωB97M-V/def2-TZVPD",
  "e_above_lowest_ev": 0.375,
  "max_force_ha_per_bohr": 0.227,
  "energy_ha": -4319.0196,
  "spin_multiplicity": 1,
  "e_lumo_ev": 2.942,
  "orbital_gap_ev": 8.0,
  "homo_ev": -5.06,
  "total_charge": -2,
  "species": ["C", "O", "O", "O", "C", "O", "N", "N", "H", "H", "H", "H", "C", "O", "N", "N", "H", "H", "H", "H", "C", "O", "N", "N", "H", "H", "H", "H", "C", "O", "N", "N", "H", "H", "H", "H", "C", "O", "N", "N", "H", "H", "H", "H", "C", "O", "N", "N", "H", "H", "H", "H", "C", "O", "N", "N", "H", "H", "H", "H", "C", "O", "N", "N", "H", "H", "H", "H", "C", "O", "N", "N", "H", "H", "H", "H", "C", "O", "N", "N", "H", "H", "H", "H", "C", "O", "N", "N", "H", "H", "H", "H", "C", "O", "N", "N", "H", "H", "H", "H", "C", "O", "N", "N", "H", "H", "H", "H", "C", "O", "N", "N", "H", "H", "H", "H", "C", "O", "N", "N", "H", "H", "H", "H", "C", "O", "N", "N", "H", "H", "H", "H", "C", "O", "N", "N", "H", "H", "H", "H", "C", "O", "N", "N", "H", "H", "H", "H"],
  "coordinates": [[-0.39722, -0.97678, -0.41830], [-0.71326, 0.00484, -1.06610], [-1.09093, -2.01305, -0.42544], [0.52736, -0.92421, 0.38922], [-0.12951, 1.60465, -4.08939], [-0.01190, 2.25368, -5.11339], [-1.15835, 1.73686, -3.28737], [0.66169, 0.67290, -3.60445], [-1.87265, 2.44849, -3.34621], [-1.03577, 1.18114, -2.45295], [1.54711, 0.59248, -4.08368], [0.49216, 0.23607, -2.70972], [-4.48653, -1.02888, -0.53309], [-5.64475, -0.97434, -0.21794], [-3.62173, -0.04327, -0.58823], [-3.89441, -2.07929, -1.04467], [-3.89461, 0.87365, -0.26435], [-2.64541, -0.25233, -0.74050], [-2.89334, -2.00939, -0.93027], [-4.43873, -2.93000, -1.05433], [-5.56163, 2.71796, -2.22759], [-5.88149, 3.85810, -2.45865], [-6.26845, 1.72973, -1.73897], [-4.40973, 2.22811, -2.58384], [-7.17912, 2.07491, -1.47133], [-5.74596, 0.93264, -1.40466], [-4.17859, 1.24867, -2.49794], [-3.82378, 2.92705, -3.01773], [1.01711, -5.77411, -0.19062], [0.91850, -6.53755, 0.73605], [0.87696, -6.16854, -1.45058], [1.17116, -4.52543, -0.18727], [0.90235, -7.16302, -1.62515], [0.68610, -5.53874, -2.21675], [1.29907, -3.99601, -1.03783], [1.08514, -3.89202, 0.59470], [-0.07324, 0.03864, 5.23144], [-0.95023, -0.70686, 5.61789], [0.23508, 1.16588, 5.72865], [0.74314, -0.32375, 4.26353], [-0.38792, 1.54830, 6.42558], [0.74153, 1.75707, 5.08514], [0.68741, -1.28835, 3.96936], [1.65211, 0.11073, 4.33496], [2.95095, 3.17964, -3.28177], [2.20004, 3.54865, -2.44701], [3.02649, 3.84909, -4.41874], [3.77006, 2.13266, -3.20797], [3.49420, 3.59593, -5.27737], [2.56949, 4.74924, -4.45020], [4.38181, 1.78473, -3.93241], [3.78816, 1.88380, -2.22928], [0.77489, 2.83154, 0.62677], [1.28939, 3.89920, 1.02188], [0.88257, 1.71674, 1.28012], [0.15432, 2.56988, -0.54397], [1.26163, 1.80555, 2.21207], [0.81635, 0.79853, 0.86466], [0.10078, 3.37663, -1.14927], [-0.15821, 1.63785, -0.77582], [2.36939, 3.38136, 4.00890], [1.81245, 2.35912, 3.82814], [1.75866, 4.50505, 4.08955], [3.52892, 3.47384, 4.42163], [2.41265, 5.26764, 4.19373], [0.75287, 4.42126, 4.12793], [4.09890, 2.67115, 4.64724], [3.83922, 4.39613, 4.69220], [1.18891, -3.29989, 2.89300], [1.31385, -4.03771, 3.86911], [2.03917, -2.64400, 2.20933], [0.07374, -2.74627, 2.66792], [2.99344, -2.70852, 2.53385], [1.67386, -1.99154, 1.53041], [-0.78836, -3.08284, 3.07241], [-0.03086, -2.18569, 1.83431], [-2.15739, 5.51054, -4.55386], [-2.72127, 6.57876, -4.35686], [-1.43431, 4.80256, -3.75792], [-2.46067, 4.62538, -5.52493], [-1.25775, 5.20680, -2.84934], [-0.95597, 3.91723, -3.84440], [-2.13146, 3.69020, -5.71770], [-3.44268, 4.65953, -5.75858], [-2.78447, -4.51040, 1.48858], [-3.54063, -5.16437, 2.22203], [-2.86420, -3.29097, 1.52185], [-2.05149, -4.89814, 0.52384], [-2.32533, -2.61684, 0.99718], [-3.36380, -2.84717, 2.27917], [-1.59418, -4.25582, -0.10734], [-2.03668, -5.90433, 0.43745], [5.36585, -3.65882, 2.71055], [4.73930, -4.15697, 3.53836], [4.81351, -3.23108, 1.55733], [6.60094, -3.39609, 2.77685], [3.96550, -3.68110, 1.24354], [5.29874, -2.76134, 0.80633], [7.07437, -2.78810, 2.12392], [7.09566, -3.53294, 3.64669], [-2.76934, 1.34838, 2.31674], [-3.64969, 1.58143, 3.06062], [-2.66174, 1.97759, 1.21403], [-1.83961, 0.49969, 2.46303], [-3.41765, 2.62567, 1.04464], [-1.92502, 1.67402, 0.59341], [-1.60893, 0.08902, 3.35647], [-1.09461, 0.56182, 1.78390], [5.15646, 0.76800, 2.53932], [5.47131, 0.77738, 1.35717], [6.00943, 0.66202, 3.50889], [3.93779, 0.68874, 2.95426], [6.97860, 0.62693, 3.22681], [5.87974, 0.45190, 4.48824], [3.27257, 0.65441, 2.19504], [3.62023, 0.86474, 3.89674], [-0.46909, -3.61186, -3.39595], [0.10963, -4.43163, -3.98585], [-1.08817, -3.91151, -2.36375], [-0.51475, -2.39172, -3.87209], [-1.35703, -4.86604, -2.17221], [-1.08996, -3.20882, -1.63827], [-0.86644, -1.69210, -3.23417], [-0.13485, -2.23340, -4.79443], [-1.65591, 4.33148, 4.17557], [-1.57822, 5.44655, 4.59936], [-1.03032, 4.03912, 3.06117], [-2.42618, 3.38756, 4.70928], [-1.24334, 3.11114, 2.72415], [-0.62217, 4.78699, 2.51877], [-3.04782, 3.03208, 3.99702], [-2.69306, 3.33918, 5.68218], [-3.62339, -1.88071, -4.97137], [-4.01249, -0.73711, -5.04039], [-3.65363, -2.65712, -3.90717], [-3.14099, -2.48250, -6.03399], [-3.09092, -3.49568, -3.92432], [-4.02730, -2.27081, -3.05205], [-2.57739, -3.30965, -5.89881], [-3.19518, -1.95695, -6.89478], [3.58193, -0.93895, -1.26923], [4.64920, -1.16397, -1.76404], [2.49362, -1.49078, -1.73371], [3.32379, -0.05063, -0.31052], [2.44465, -1.95827, -2.62767], [1.70459, -1.45638, -1.10415], [2.35040, 0.12903, -0.10968], [4.09584, 0.51005, 0.02065]],
  "atomic_forces_ev_per_a": [[-0.90, -1.44, 1.70], [-1.32, 3.66, -3.28], [-2.06, -2.78, -0.82], [4.17, 0.31, 2.46], [-0.96, 0.93, -0.68], [0.79, 0.55, -1.28], [-2.51, 0.33, 2.20], [2.92, -1.66, -0.94], [0.32, -0.49, -0.16], [-1.15, 0.30, 0.28], [-0.02, -0.29, 0.49], [0.31, 0.10, -0.02], [-0.67, -0.07, -0.42], [-2.18, 0.59, 0.66], [0.80, 3.46, 0.54], [0.12, -3.11, -1.16], [0.31, -0.40, 0.23], [0.17, 0.58, -0.14], [0.44, -1.28, -0.36], [0.58, -0.15, 0.44], [0.02, 0.06, -1.00], [-1.07, 1.68, 0.21], [-2.96, -0.32, 1.30], [4.46, 0.29, -1.29], [-0.03, -1.13, 0.66], [-1.26, -0.27, 0.48], [0.32, 0.34, -0.42], [0.28, -0.58, -0.08], [-1.11, -3.73, -0.14], [0.21, -0.94, 1.69], [-0.24, -2.53, -3.15], [1.14, 7.96, 1.04], [-0.13, 0.33, -0.04], [0.25, -0.28, -0.12], [0.02, -0.42, 0.08], [0.06, -0.76, 0.28], [-1.37, -4.05, 0.02], [-1.78, -0.55, 0.53], [0.57, 4.97, 2.73], [2.26, -0.75, -2.43], [0.12, 0.07, -0.35], [-0.05, 0.63, 0.34], [0.02, 0.00, -0.01], [-0.13, -0.35, -0.53], [0.83, 0.01, -2.36], [-1.79, 0.62, 3.22], [0.18, 2.45, -3.32], [0.34, -1.46, 1.48], [0.04, -0.29, 0.53], [-0.23, -0.44, 0.05], [-0.10, 0.23, 0.59], [0.67, -1.16, -0.26], [1.12, 1.65, -1.60], [-1.26, -0.41, -0.56], [0.83, -2.56, 3.42], [-0.46, 2.82, -0.61], [-0.03, -0.20, 0.06], [-0.35, -0.26, -0.10], [0.05, -0.60, -0.39], [0.08, -0.05, -0.14], [-3.64, 0.89, 0.16], [-2.37, -5.44, -1.26], [-1.84, 3.40, -0.40], [9.65, 0.25, 2.51], [-1.70, 0.75, 0.01], [-0.02, 1.15, -0.44], [-0.04, 0.49, -0.36], [0.59, -0.73, 0.17], [-0.20, -2.36, 5.52], [1.25, -0.89, -0.42], [6.11, 0.98, -2.44], [-8.24, 1.75, -1.48], [-0.08, 0.35, -0.57], [0.77, 0.39, -0.07], [0.28, -0.29, 0.00], [-0.41, 0.16, -0.01], [-2.56, -0.90, -0.82], [0.85, -0.16, -0.26], [4.08, 0.10, 6.40], [-3.12, -0.14, -4.69], [0.34, 0.29, -0.05], [-0.20, 0.35, -1.13], [0.87, 0.28, 0.87], [0.09, 0.45, -0.49], [-3.64, -4.52, 2.41], [0.62, -1.76, 0.20], [-0.82, 11.45, 2.05], [2.88, -4.20, -3.73], [0.37, -0.48, -0.21], [-0.21, -0.38, -0.10], [0.12, -0.40, 0.52], [0.65, 0.18, -0.52], [-2.01, 1.60, -4.12], [-3.47, -3.31, 5.07], [-1.33, 0.52, -2.67], [7.70, 1.61, 0.97], [0.08, 0.00, 0.24], [0.22, -0.11, 0.24], [-0.28, -0.26, 0.00], [-0.34, -0.05, -0.11], [-0.61, -0.29, 0.19], [-4.41, 0.81, 3.96], [0.18, 3.21, -4.60], [4.48, -4.30, 1.21], [0.51, 0.07, -0.69], [-0.45, 0.95, -0.67], [-0.26, -0.08, -0.04], [0.35, -0.47, 0.54], [-0.05, -1.03, -1.98], [0.66, 0.54, -0.55], [5.15, 0.22, 2.98], [-4.14, -0.04, -0.02], [-0.16, 0.11, 0.02], [-0.67, -0.06, -0.48], [-0.48, 0.17, 0.48], [-0.01, -0.18, -0.54], [0.98, 2.17, -2.98], [3.96, -5.85, -4.77], [-4.54, -0.99, 6.81], [-0.29, 3.10, 0.11], [0.63, 0.21, 0.03], [-0.75, 0.33, 0.71], [-0.13, 0.61, -0.79], [0.09, 0.39, 0.60], [-0.72, 1.41, 0.64], [0.90, 3.37, 2.18], [0.58, -1.80, -1.69], [-0.77, -2.03, 0.30], [0.79, 0.31, -0.78], [-0.14, -0.47, -0.28], [-0.42, -1.12, 0.58], [-0.07, 0.65, -0.51], [-0.48, 1.21, 0.23], [-0.91, 1.49, 0.42], [-0.36, -1.02, 1.61], [1.26, -1.52, -2.80], [-0.36, 0.22, 0.57], [0.46, -0.16, 0.20], [-0.10, 0.21, -0.70], [0.48, -0.35, 0.20], [0.34, 0.95, -0.21], [3.11, -0.22, -0.75], [-3.59, -1.92, -1.04], [0.16, 0.88, 1.09], [0.28, -0.07, 0.46], [-0.37, -0.14, -0.37], [0.29, 0.31, 0.18], [-0.08, -0.04, 0.43]],
  "lowdin_charge": [-0.997, -0.070, -0.089, -0.090, -0.757, 0.012, 0.183, 0.187, 0.076, 0.052, 0.108, 0.065, -0.764, 0.052, 0.183, 0.143, 0.088, 0.069, 0.055, 0.134, -0.803, 0.035, 0.182, 0.162, 0.121, 0.064, 0.089, 0.093, -0.820, 0.046, 0.155, 0.205, 0.109, 0.052, 0.103, 0.082, -0.823, 0.035, 0.188, 0.184, 0.121, 0.060, 0.077, 0.077, -0.797, 0.071, 0.155, 0.178, 0.100, 0.111, 0.112, 0.100, -0.704, -0.010, 0.172, 0.171, 0.060, 0.047, 0.088, 0.031, -0.834, 0.000, 0.220, 0.209, 0.125, 0.091, 0.115, 0.127, -0.826, 0.042, 0.174, 0.157, 0.086, 0.078, 0.130, 0.069, -0.736, 0.031, 0.161, 0.129, 0.120, 0.063, 0.087, 0.101, -0.851, -0.005, 0.175, 0.214, 0.074, 0.144, 0.066, 0.129, -0.853, 0.121, 0.156, 0.170, 0.097, 0.101, 0.112, 0.118, -0.891, 0.061, 0.173, 0.252, 0.145, 0.087, 0.103, 0.078, -0.773, 0.023, 0.163, 0.200, 0.113, 0.114, 0.099, 0.089, -0.912, 0.058, 0.179, 0.208, 0.129, 0.046, 0.098, 0.125, -0.787, 0.028, 0.184, 0.174, 0.080, 0.121, 0.060, 0.113, -0.792, 0.026, 0.175, 0.148, 0.088, 0.071, 0.098, 0.113, -0.788, 0.025, 0.183, 0.193, 0.119, 0.058, 0.066, 0.069]
}